No. 1
Entry from the Open Molecules 2025 dataset: C3H5NO2 in the gas phase at a distorted geometry (ωB97M-V with the def2-TZVPD basis set).

Results
DFT total energy = -322.52906 Ha
energy relative to the best compared isomer or geometry (same formula, charge and spin) = 28.41 kcal/mol
highest occupied orbital energy = -9.793 eV
largest force on an atom = 0.0431 hartree/bohr

Geometry as ORCA input:
```
! wB97M-V def2-TZVPD RIJCOSX def2/J DEFGRID3
* xyz 0 1
C -1.024 1.376 -0.080
N 0.062 0.438 -0.089
C -0.043 -0.860 0.159
O -1.057 -1.492 0.435
C 1.423 -1.518 0.038
O 2.459 -0.949 -0.233
H -1.935 0.828 0.166
H -0.847 2.147 0.674
H -1.131 1.840 -1.064
H 1.014 0.711 -0.280
H 1.080 -2.523 0.274
*
```

=====

No. 2
Entry from the Open Molecules 2025 dataset: C5H8O in the gas phase at a distorted geometry (ωB97M-V with the def2-TZVPD basis set).

Results
DFT total energy = -270.39311 Ha
energy relative to the best compared isomer or geometry (same formula, charge and spin) = 103.41 kcal/mol
highest occupied orbital energy = -9.776 eV
largest force on an atom = 0.0596 hartree/bohr

Geometry as ORCA input:
```
! wB97M-V def2-TZVPD RIJCOSX def2/J DEFGRID3
* xyz 0 1
C 0.607 1.828 -0.249
O -0.554 1.608 0.903
C -0.061 0.577 0.101
C 0.531 -0.609 0.849
C -0.003 -1.509 -0.290
C -0.898 -0.339 -0.777
H 1.589 1.951 0.234
H -0.338 2.507 -0.174
H -0.030 -0.745 1.782
H 1.600 -0.610 1.070
H -0.516 -2.424 0.011
H 0.783 -1.755 -1.008
H -1.916 -0.395 -0.385
H -0.922 -0.116 -1.848
*
```

=====

No. 3
Entry from the Open Molecules 2025 dataset: C5H12CeO3 as an isolated structure at a distorted geometry (ωB97M-V with the def2-TZVPD basis set).

Results
DFT total energy = -897.76715 Ha
energy relative to the best compared isomer or geometry (same formula, charge and spin) = 24.89 kcal/mol
highest occupied orbital energy (alpha / beta) = -16.193 / -16.194 eV
largest force on an atom = 0.1289 hartree/bohr

Geometry as ORCA input:
```
! wB97M-V def2-TZVPD RIJCOSX def2/J DEFGRID3
* xyz 2 3
H -1.751 -1.661 -4.042
C 1.922 -2.742 0.216
O 0.740 -3.455 0.033
C 1.672 -1.411 0.916
O 0.560 -0.769 0.251
C 0.272 0.539 0.737
C -0.703 1.214 -0.200
O -1.243 2.301 0.494
C -2.084 3.114 -0.289
Ce -0.820 -2.658 -0.333
H 2.422 -2.537 -0.752
H 2.648 -3.297 0.838
H 2.544 -0.745 0.854
H 1.397 -1.559 1.972
H 1.206 1.117 0.766
H -0.086 0.486 1.777
H -1.554 0.654 -0.629
H -0.180 1.458 -1.139
H -2.558 3.833 0.389
H -1.506 3.581 -1.103
H -2.899 2.537 -0.758
*
```

=====

No. 4
Entry from the Open Molecules 2025 dataset: C11H15MnN3O5 as an isolated structure (ωB97M-V with the def2-TZVPD basis set).

Results
DFT total energy = -2119.71506 Ha
energy relative to the best compared isomer or geometry (same formula, charge and spin) = 0.00 kcal/mol
highest occupied orbital energy (alpha / beta) = -8.728 / -9.388 eV
largest force on an atom = 0.0127 hartree/bohr

Geometry as ORCA input:
```
! wB97M-V def2-TZVPD RIJCOSX def2/J DEFGRID3
* xyz 0 6
Mn 0.151 1.164 1.455
O -5.452 -0.310 -0.644
C -4.225 -0.032 -0.146
C -3.485 -0.977 0.568
C -2.244 -0.589 1.024
N -1.783 0.614 0.767
C -2.485 1.545 0.147
C -3.733 1.260 -0.354
C -1.776 2.900 0.156
O -2.203 3.798 -0.540
O -0.742 2.929 0.949
C -1.288 -1.388 1.909
O -1.536 -2.554 2.146
O -0.264 -0.695 2.312
H -5.692 -1.218 -0.426
H -3.860 -1.970 0.791
H -4.322 2.014 -0.861
C 1.821 -1.713 -0.149
C 2.653 -0.447 -0.319
C 3.264 -0.373 -1.715
C 3.742 -0.390 0.744
N 1.793 0.752 -0.068
N 0.717 0.972 -1.011
H 2.486 -2.576 -0.094
H 1.151 -1.882 -0.997
H 1.233 -1.683 0.770
H 3.896 -1.247 -1.886
H 3.886 0.521 -1.831
H 2.496 -0.369 -2.491
H 4.390 -1.262 0.664
H 3.304 -0.385 1.745
H 4.364 0.504 0.628
H 2.387 1.572 -0.125
H 0.319 0.077 -1.265
H 1.035 1.438 -1.852
*
```

=====

No. 5
Entry from the Open Molecules 2025 dataset: a 2-piece molecular cluster, CH3Br3SSi overall at a distorted geometry (ωB97M-V with the def2-TZVPD basis set).

Results
DFT total energy = -8449.66112 Ha
energy relative to the best compared isomer or geometry (same formula, charge and spin) = 63.93 kcal/mol
highest occupied orbital energy (alpha / beta) = -8.092 / -8.093 eV
largest force on an atom = 0.0820 hartree/bohr

Geometry as ORCA input:
```
! wB97M-V def2-TZVPD RIJCOSX def2/J DEFGRID3
* xyz 0 1
C 0.045 -1.350 0.397
Si -0.444 1.049 -0.930
S 1.696 -1.253 0.880
Br 0.652 1.742 -2.760
Br 0.282 1.986 1.025
Br -2.638 1.453 -0.995
H -0.601 -1.216 1.248
H -0.256 -2.190 -0.416
H 1.264 -0.222 1.551
*
```

=====

No. 6
Entry from the Open Molecules 2025 dataset: C2H4OSSi in the gas phase at a distorted geometry (ωB97M-V with the def2-TZVPD basis set).

Results
DFT total energy = -841.48988 Ha
energy relative to the best compared isomer or geometry (same formula, charge and spin) = 15.43 kcal/mol
highest occupied orbital energy = -9.452 eV
largest force on an atom = 0.0788 hartree/bohr

Geometry as ORCA input:
```
! wB97M-V def2-TZVPD RIJCOSX def2/J DEFGRID3
* xyz 0 1
C 0.428 -0.450 1.475
C 1.029 0.569 0.896
O -1.245 -1.567 -2.127
Si -1.001 -0.134 -1.741
S 0.528 1.197 -0.733
H 0.597 -0.791 2.395
H 1.606 1.279 1.416
H -1.757 0.969 -2.417
H -0.185 -1.072 0.835
*
```

=====

No. 7
Entry from the Open Molecules 2025 dataset: C34H39BCl6F10Mg2N4O18S2 as an isolated structure at a distorted geometry (ωB97M-V with the def2-TZVPD basis set).

Results
DFT total energy = -7873.04577 Ha
highest occupied orbital energy = -6.534 eV
largest force on an atom = 0.0658 hartree/bohr

Geometry as ORCA input:
```
! wB97M-V def2-TZVPD RIJCOSX def2/J DEFGRID3
* xyz 0 1
C 3.295 -5.057 5.310
C 3.271 -4.922 3.967
C 2.934 -3.641 3.344
O 2.203 -3.612 2.399
O 3.425 -2.544 3.957
C 4.069 -1.626 3.063
C 4.278 -0.282 3.751
C 3.815 0.828 2.829
C 3.770 2.204 3.507
C 2.634 3.079 3.026
C 2.684 3.347 1.551
C 1.787 2.359 0.867
C 0.484 2.644 1.227
N -0.575 2.054 0.856
C -0.336 0.986 0.019
C -1.422 0.193 -0.445
S -3.107 0.697 -0.009
O -3.941 0.711 -1.170
O -3.146 1.932 0.712
C -3.649 -0.542 1.307
F -3.272 0.014 2.475
F -2.985 -1.704 1.250
C -5.184 -0.744 1.412
F -5.712 0.410 1.845
F -5.746 -0.999 0.223
C -5.635 -1.914 2.331
F -5.248 -3.091 1.825
F -6.986 -1.888 2.285
C -5.255 -1.847 3.831
F -5.382 -0.628 4.323
F -6.034 -2.680 4.514
F -3.998 -2.264 3.974
C -1.142 -0.935 -1.228
S -2.435 -2.063 -1.804
C -2.004 -3.710 -1.333
O -2.454 -1.968 -3.242
O -3.718 -1.837 -1.200
C 0.194 -1.245 -1.617
C 0.556 -2.403 -2.507
C 1.120 -3.629 -1.731
C 1.247 -0.451 -1.180
C 2.679 -0.716 -1.524
C 3.160 0.084 -2.753
N 3.552 -0.749 -3.902
C 0.999 0.660 -0.349
N 2.094 1.390 0.080
H 3.921 -4.458 5.955
H 2.700 -5.816 5.797
H 3.458 -5.770 3.325
H 5.043 -2.031 2.787
H 3.487 -1.507 2.157
H 3.638 -0.248 4.626
H 5.321 -0.136 4.017
H 4.450 0.900 1.944
H 2.809 0.576 2.526
H 4.701 2.742 3.312
H 3.678 2.101 4.582
H 2.727 4.121 3.529
H 1.613 2.717 3.348
H 3.669 3.423 1.107
H 2.147 4.314 1.449
H 0.554 3.420 1.981
H -2.917 -4.225 -1.080
H -1.251 -3.726 -0.555
H -1.565 -4.158 -2.212
H 1.333 -2.091 -3.193
H -0.272 -2.707 -3.128
H 2.169 -3.779 -1.944
H 0.562 -4.524 -1.969
H 1.008 -3.468 -0.663
H 2.884 -1.772 -1.644
H 3.272 -0.393 -0.680
H 2.406 0.820 -3.018
H 4.046 0.630 -2.449
H 3.495 -1.728 -3.662
H 4.531 -0.580 -4.078
Mg 0.613 5.114 2.916
C 5.452 3.317 -4.426
Cl 4.225 3.657 -5.644
Cl 4.789 3.515 -2.809
Cl 6.107 1.689 -4.647
H 6.259 4.024 -4.550
C 8.505 4.533 -1.238
Cl 7.936 2.897 -0.921
Cl 8.207 5.002 -2.915
Cl 7.738 5.687 -0.153
H 9.572 4.558 -1.071
F 1.368 1.207 4.039
C 5.986 9.130 -2.832
N 5.848 7.669 -3.077
O 6.246 7.231 -4.138
O 5.344 7.010 -2.194
H 6.449 9.579 -3.702
H 4.990 9.526 -2.665
H 6.604 9.252 -1.948
B -7.067 -3.529 -3.042
O -5.728 -3.903 -2.585
C -5.304 -5.015 -3.201
O -4.252 -5.536 -3.035
C -6.444 -5.491 -4.138
O -6.448 -6.447 -4.833
O -7.480 -4.602 -3.997
O -8.030 -3.504 -1.882
C -8.584 -2.232 -1.828
O -9.375 -1.911 -1.022
C -7.955 -1.420 -2.983
O -8.210 -0.291 -3.226
O -7.106 -2.220 -3.635
C -10.664 -0.155 1.493
O -11.898 0.184 1.765
H -10.323 -1.135 1.908
H -10.472 -0.320 0.387
H -9.874 0.588 1.741
Mg -7.932 -5.513 -1.754
O 2.358 5.641 3.975
H 1.471 5.984 4.144
*
```

=====

No. 8
Entry from the Open Molecules 2025 dataset: C2H7N5 in the gas phase at a distorted geometry (ωB97M-V with the def2-TZVPD basis set).

Results
DFT total energy = -354.00349 Ha
energy relative to the best compared isomer or geometry (same formula, charge and spin) = 117.91 kcal/mol
highest occupied orbital energy = -8.593 eV
largest force on an atom = 0.1192 hartree/bohr

Geometry as ORCA input:
```
! wB97M-V def2-TZVPD RIJCOSX def2/J DEFGRID3
* xyz 0 1
C -0.168 0.398 0.387
C 0.950 -0.064 1.217
N -0.006 1.021 -0.805
N -0.017 -0.953 0.723
N -0.307 0.271 -1.776
N -1.176 -1.269 1.384
N 0.121 0.838 -2.855
H -0.812 0.856 1.050
H 1.924 0.023 0.744
H 0.895 0.311 2.250
H -1.166 -0.965 2.402
H -1.316 -2.323 1.621
H 0.716 1.607 -2.712
H 0.361 0.249 -3.631
*
```

=====

No. 9
Entry from the Open Molecules 2025 dataset: a 2-piece molecular cluster, C15H23N5O3 overall at a distorted geometry (ωB97M-V with the def2-TZVPD basis set).

Results
DFT total energy = -1084.54831 Ha
energy relative to the best compared isomer or geometry (same formula, charge and spin) = 252.93 kcal/mol
highest occupied orbital energy = -8.144 eV
largest force on an atom = 0.1374 hartree/bohr

Geometry as ORCA input:
```
! wB97M-V def2-TZVPD RIJCOSX def2/J DEFGRID3
* xyz 0 1
C 1.778 0.253 0.138
C 0.416 0.971 -0.202
C 1.998 -0.272 1.482
C 2.629 0.760 2.275
C 2.744 0.340 3.776
C 0.246 0.121 4.583
C 0.113 0.368 -2.527
C -0.118 1.114 -3.907
C -0.513 -1.156 -2.762
C -1.926 -1.342 -2.373
C -2.795 -1.203 -3.448
C -2.424 -1.226 -1.106
C -4.225 -1.055 -3.270
C -3.816 -0.901 -0.829
C -4.720 -0.756 -1.955
H 3.008 1.039 -1.505
H 3.946 0.984 0.356
H 1.914 -0.639 -0.422
H 1.003 -0.812 1.855
H 2.881 -0.938 1.254
H 1.958 1.592 2.251
H 3.676 1.076 1.880
H 3.338 -0.663 3.948
H 3.096 1.275 4.424
H 1.655 -1.524 4.320
H -0.057 -1.100 6.028
H -0.078 1.679 2.951
H -1.125 1.631 4.379
H -1.166 1.517 -1.547
H 1.263 0.028 -2.444
H 0.032 -2.012 -2.155
H -0.195 -1.467 -3.796
H -2.469 -1.453 -4.486
H -1.567 -1.291 -0.312
H -4.673 -0.986 -4.301
H -4.094 -0.435 0.270
H -5.732 -0.667 -1.792
H 1.110 -0.081 -4.801
N 2.812 1.278 -0.132
N 1.553 -0.361 4.257
N -0.752 -0.652 5.307
N -0.248 1.384 4.032
N -0.166 1.110 -1.418
O -0.091 1.517 0.690
O -0.873 2.128 -3.890
O 0.653 0.826 -5.075
*
```

=====

No. 10
Entry from the Open Molecules 2025 dataset: H4Na9O14S3 as an isolated structure at a distorted geometry (ωB97M-V with the def2-TZVPD basis set).

Results
DFT total energy = -3709.86761 Ha
highest occupied orbital energy = -10.429 eV
largest force on an atom = 0.1035 hartree/bohr

Geometry as ORCA input:
```
! wB97M-V def2-TZVPD RIJCOSX def2/J DEFGRID3
* xyz 3 1
Na 5.596 -0.383 -1.260
Na 2.209 0.409 -5.853
Na -0.809 0.700 3.084
Na -2.230 -4.275 0.967
Na -0.975 -3.843 -5.024
Na -0.570 5.348 1.509
Na 2.801 -3.044 1.849
Na 2.369 4.739 -2.245
Na -4.340 2.942 -0.846
S -0.336 -2.521 6.149
O 0.270 -3.354 7.127
O 0.323 -1.227 6.239
O -0.275 -2.972 4.811
O -1.753 -2.389 6.480
S 4.195 2.421 2.331
O 4.696 2.896 1.106
O 2.738 2.750 2.410
O 4.351 0.985 2.403
O 4.838 2.954 3.502
S 0.315 0.430 -1.564
O -0.369 -0.073 -2.750
O -0.304 1.661 -1.025
O 0.311 -0.579 -0.484
O 1.667 0.658 -2.053
O -4.700 -2.933 -3.704
H -4.740 -2.121 -3.199
H -5.217 -3.558 -3.195
O -3.543 1.765 -5.435
H -2.922 1.180 -5.001
H -3.598 1.434 -6.331
*
```

=====

No. 11
Entry from the Open Molecules 2025 dataset: a 4-piece molecular cluster, C35H63BrF4N6O3PS overall at a distorted geometry (ωB97M-V with the def2-TZVPD basis set).

Results
DFT total energy = -5638.38376 Ha
highest occupied orbital energy = -10.346 eV
largest force on an atom = 0.0908 hartree/bohr

Geometry as ORCA input:
```
! wB97M-V def2-TZVPD RIJCOSX def2/J DEFGRID3
* xyz 1 1
C 0.086 -3.615 0.507
C -0.547 -2.356 -0.238
C -2.122 -2.424 -0.119
C -2.876 -1.817 -1.385
C -3.457 -0.379 -1.010
C -4.996 -0.250 -1.447
C -5.137 1.131 -2.216
C -6.624 1.566 -2.491
C -7.372 2.179 -1.240
C -6.475 3.109 -0.342
C -5.773 4.282 -1.129
C -4.590 4.959 -0.319
C -3.986 6.149 -1.187
C -2.711 5.615 -1.967
C -1.322 5.878 -1.263
C -1.044 7.246 -0.543
F -1.754 8.310 -1.085
F 0.310 7.600 -0.709
C -1.289 7.258 1.016
F -0.201 6.728 1.721
F -2.478 6.689 1.408
N -1.052 4.818 -0.262
C 0.298 4.350 -0.392
N 0.750 3.666 0.646
P 2.369 2.943 0.666
S 2.774 2.259 2.450
N 0.909 4.675 -1.626
C 2.215 5.418 -1.593
C 3.321 4.436 -2.155
C 4.763 4.694 -2.023
C 5.772 3.748 -2.524
C 5.406 2.486 -3.198
C 3.956 2.230 -3.317
C 2.952 3.172 -2.823
C -0.153 5.506 -2.288
Br -0.642 4.345 -3.845
H 0.782 -4.152 -0.191
H 0.649 -3.324 1.441
H -0.698 -4.354 0.836
H -0.207 -1.405 0.267
H -0.209 -2.316 -1.309
H -2.482 -1.950 0.839
H -2.430 -3.503 -0.054
H -2.202 -1.719 -2.272
H -3.749 -2.498 -1.580
H -2.878 0.427 -1.553
H -3.351 -0.144 0.085
H -5.256 -1.078 -2.163
H -5.638 -0.278 -0.528
H -4.656 0.969 -3.227
H -4.518 1.901 -1.680
H -6.682 2.268 -3.373
H -7.200 0.645 -2.800
H -8.290 2.705 -1.636
H -7.775 1.317 -0.630
H -5.758 2.514 0.293
H -7.176 3.604 0.397
H -6.552 5.088 -1.265
H -5.389 3.898 -2.111
H -3.800 4.165 -0.136
H -4.919 5.292 0.703
H -3.829 7.092 -0.611
H -4.770 6.381 -1.966
H -2.825 4.494 -2.023
H -2.738 6.085 -2.990
H -1.332 8.343 1.324
H -1.585 3.943 -0.373
H 0.119 3.568 1.447
H 3.401 3.855 0.334
H 2.317 1.794 -0.194
H 2.240 6.317 -2.255
H 2.502 5.650 -0.533
H 5.071 5.632 -1.504
H 6.871 3.933 -2.416
H 6.175 1.769 -3.565
H 3.620 1.278 -3.804
H 1.883 2.882 -2.980
H 0.194 6.425 -2.835
C -1.052 -6.560 5.161
C -0.586 -5.637 4.064
O -1.228 -4.650 3.730
N 0.585 -5.929 3.441
C 1.487 -7.040 3.687
H -1.997 -6.195 5.558
H -1.207 -7.566 4.767
H -0.321 -6.582 5.972
H 0.829 -5.266 2.720
H 2.465 -6.635 3.959
H 1.586 -7.614 2.765
H 1.132 -7.691 4.480
C 3.525 -2.702 -1.801
C 3.359 -1.241 -1.477
O 2.318 -0.635 -1.706
N 4.404 -0.586 -0.912
C 5.712 -1.100 -0.559
H 2.604 -3.078 -2.244
H 4.336 -2.840 -2.519
H 3.726 -3.270 -0.891
H 4.206 0.387 -0.729
H 5.864 -0.956 0.512
H 6.468 -0.529 -1.102
H 5.815 -2.155 -0.799
C 4.863 -8.685 2.887
C 3.969 -9.739 3.490
O 2.788 -9.837 3.190
N 4.515 -10.595 4.394
C 5.880 -10.644 4.879
H 4.285 -8.083 2.189
H 5.254 -8.029 3.668
H 5.685 -9.153 2.342
H 3.856 -11.270 4.752
H 6.295 -11.626 4.648
H 5.867 -10.512 5.963
H 6.501 -9.875 4.429
*
```

=====

No. 12
Entry from the Open Molecules 2025 dataset: a 2-piece molecular cluster, C5H12O overall at a distorted geometry (ωB97M-V with the def2-TZVPD basis set).

Results
DFT total energy = -272.86984 Ha
energy relative to the best compared isomer or geometry (same formula, charge and spin) = 49.46 kcal/mol
highest occupied orbital energy = -10.466 eV
largest force on an atom = 0.0328 hartree/bohr

Geometry as ORCA input:
```
! wB97M-V def2-TZVPD RIJCOSX def2/J DEFGRID3
* xyz 0 1
C -0.253 0.723 -0.385
C -0.721 -0.720 -0.197
C -2.085 -1.022 0.364
C 0.474 -1.020 0.684
C 1.324 -0.008 -0.053
O 1.969 2.533 -0.379
H -0.630 1.180 -1.339
H 1.094 2.145 -0.290
H -0.694 1.382 0.397
H -0.574 -1.212 -1.167
H -2.222 -0.522 1.329
H -2.171 -2.102 0.527
H -2.884 -0.707 -0.312
H 0.300 -0.593 1.683
H 0.819 -2.046 0.783
H 1.735 -0.371 -1.010
H 2.235 0.270 0.540
H 2.284 2.088 -1.172
*
```